Formula: C4H8ClIO3S
Source: the Open Molecules 2025 dataset
Level of theory: ωB97M-V with the def2-TZVPD basis set

F_max in eV/Å: 3.144
HOMO energy (alpha / beta) in eV: -9.3 / -9.2
E in eV: -41874.0353
ΔE to the lowest compared entry with this formula, charge and spin in kJ/mol: 29.0

ORCA input file:
```
! RIJCOSX wB97M-V def2-TZVPD def2/J DEFGRID3
* xyz 0 1
C 0.57 -0.39 2.74
C -1.10 1.77 -1.69
C 0.66 -0.21 1.14
C 0.38 1.18 0.70
O 1.01 3.19 -0.74
O 1.46 1.01 -1.70
O 1.90 -0.66 0.75
S 0.55 1.81 -0.94
Cl -2.74 2.52 1.60
I -0.20 2.72 1.87
H -0.45 -0.01 2.87
H 1.43 -0.02 3.39
H 0.73 -1.37 3.18
H -1.89 2.28 -1.16
H -0.95 2.50 -2.46
H -1.33 0.87 -2.17
H -0.13 -0.81 0.73
H 2.08 -0.33 -0.09
*
```

***

Formula: C4H8ClIS
Source: the Open Molecules 2025 dataset
Level of theory: ωB97M-V with the def2-TZVPD basis set

Structure (SMILES): CS[C@@](C)(Cl)CI
F_max in eV/Å: 3.263
HOMO energy in eV: -8.6
E in eV: -35735.0401
ΔE to the lowest compared entry with this formula, charge and spin in kJ/mol: 0.0

ORCA input file:
```
! RIJCOSX wB97M-V def2-TZVPD def2/J DEFGRID3
* xyz 0 1
C -0.61 1.45 0.56
C -1.02 -1.82 -0.06
C 1.20 0.47 -0.85
C 0.55 0.45 0.59
S 0.21 -1.16 1.10
Cl 1.91 1.06 1.69
I 2.63 -1.14 -1.16
H -1.10 1.76 1.63
H -1.50 1.11 -0.08
H -0.16 2.44 0.20
H -0.77 -1.83 -1.15
H -2.10 -1.34 -0.03
H -1.20 -2.96 0.19
H 0.36 0.11 -1.43
H 1.61 1.40 -1.20
*
```

***

Formula: C4H8ClN
Source: the Open Molecules 2025 dataset
Level of theory: ωB97M-V with the def2-TZVPD basis set

Structure (SMILES): N[C@H]1C[C@@H]1CCl
F_max in eV/Å: 6.935
HOMO energy in eV: -9.6
E in eV: -18286.2118
ΔE to the lowest compared entry with this formula, charge and spin in kJ/mol: 343.5

ORCA input file:
```
! RIJCOSX wB97M-V def2-TZVPD def2/J DEFGRID3
* xyz 0 1
C -0.62 -0.52 -0.34
C -0.97 0.97 0.05
C 0.29 0.20 0.45
C 1.57 0.56 -0.16
H -2.18 -1.44 0.54
H -0.61 -2.29 0.52
H 0.10 -0.38 -1.35
H -1.82 1.20 0.56
H -0.81 1.54 -1.02
H 0.17 -0.02 1.62
H 1.50 1.29 -1.05
H 2.00 1.35 0.36
N -1.36 -1.72 -0.18
Cl 2.74 -0.74 -0.01
*
```

***

Formula: C4H8ClN
Source: the Open Molecules 2025 dataset
Level of theory: ωB97M-V with the def2-TZVPD basis set

Structure (SMILES): Cl[C@@H]1CCNC1
F_max in eV/Å: 3.179
HOMO energy in eV: -8.8
E in eV: -18289.5018
ΔE to the lowest compared entry with this formula, charge and spin in kJ/mol: 26.1

ORCA input file:
```
! RIJCOSX wB97M-V def2-TZVPD def2/J DEFGRID3
* xyz 0 1
C 0.00 -0.86 0.75
C -0.62 0.58 0.89
C -0.03 1.27 -0.33
C 0.41 -1.07 -0.75
H 0.91 -0.88 1.40
H -1.63 0.43 0.70
H -0.60 1.19 1.79
H -0.60 2.12 -0.67
H 0.96 1.59 -0.05
H 0.80 0.47 -1.92
H -0.17 -1.83 -1.21
H 1.48 -1.15 -0.84
N 0.10 0.25 -1.29
Cl -1.03 -2.12 1.51
*
```

***

Formula: C4H8ClN
Source: the Open Molecules 2025 dataset
Level of theory: ωB97M-V with the def2-TZVPD basis set

Structure (SMILES): C[C@@]1(N)C[C@H]1Cl
F_max in eV/Å: 2.491
HOMO energy in eV: -9.5
E in eV: -18289.2829
ΔE to the lowest compared entry with this formula, charge and spin in kJ/mol: 47.2

ORCA input file:
```
! RIJCOSX wB97M-V def2-TZVPD def2/J DEFGRID3
* xyz 0 1
C 0.13 1.41 0.21
C 0.25 -0.09 -0.08
C -0.35 -1.06 0.89
C -1.03 -0.84 -0.48
H 0.24 1.95 -0.77
H 0.93 1.76 0.82
H -0.81 1.72 0.70
H 1.35 0.03 -1.64
H 2.15 -0.09 -0.21
H 0.18 -2.01 1.03
H -0.81 -0.68 1.78
H -1.11 -1.70 -1.15
N 1.40 -0.49 -0.77
Cl -2.51 0.08 -0.32
*
```

***

Formula: C4H8ClN
Source: the Open Molecules 2025 dataset
Level of theory: ωB97M-V with the def2-TZVPD basis set

Structure (SMILES): C[C@]1(Cl)C[C@H]1N
F_max in eV/Å: 9.251
HOMO energy in eV: -9.1
E in eV: -18286.4105
ΔE to the lowest compared entry with this formula, charge and spin in kJ/mol: 324.3

ORCA input file:
```
! RIJCOSX wB97M-V def2-TZVPD def2/J DEFGRID3
* xyz 0 1
C 0.17 -1.65 -0.50
C 0.15 -0.50 0.34
C -0.57 0.24 1.31
C -0.52 0.60 -0.08
H 1.05 -1.41 -1.25
H -0.79 -1.88 -1.17
H 0.16 -2.67 0.10
H -1.61 -0.23 1.65
H -0.01 0.83 1.96
H -1.22 0.42 -0.87
H 0.92 1.87 -1.28
H 0.28 2.51 0.21
N 0.07 1.91 -0.58
Cl 1.92 -0.05 0.16
*
```

***

Formula: C4H8ClN3
Source: the Open Molecules 2025 dataset
Level of theory: ωB97M-V with the def2-TZVPD basis set

Structure (SMILES): CC(=C/Cl)/N=C\NN
F_max in eV/Å: 3.060
HOMO energy in eV: -8.2
E in eV: -21268.8850
ΔE to the lowest compared entry with this formula, charge and spin in kJ/mol: 151.1

ORCA input file:
```
! RIJCOSX wB97M-V def2-TZVPD def2/J DEFGRID3
* xyz 0 1
C 1.21 -0.78 1.58
C 0.83 -0.48 0.16
C 1.61 0.42 -0.53
C -1.27 -0.88 -0.84
H 2.07 -0.20 1.91
H 1.40 -1.84 1.71
H 0.37 -0.42 2.18
H 2.46 0.88 -0.09
H -1.91 -1.61 -1.38
H -2.80 0.46 -1.26
H -0.60 1.89 -0.60
H -1.23 1.22 0.76
N -0.16 -1.26 -0.37
N -1.89 0.38 -0.86
N -1.43 1.51 -0.18
Cl 1.33 0.74 -2.21
*
```

***

Formula: C4H8ClN3
Source: the Open Molecules 2025 dataset
Level of theory: ωB97M-V with the def2-TZVPD basis set

F_max in eV/Å: 3.461
HOMO energy in eV: -8.0
E in eV: -21267.1729
ΔE to the lowest compared entry with this formula, charge and spin in kJ/mol: 316.3

ORCA input file:
```
! RIJCOSX wB97M-V def2-TZVPD def2/J DEFGRID3
* xyz 0 1
C 1.33 0.93 0.81
C 1.07 -0.51 1.02
C -1.59 0.74 -1.14
C -0.13 -1.12 -0.48
N 2.27 1.40 0.12
N 1.28 -1.14 2.05
N -1.43 -0.64 -0.62
Cl -0.21 -2.79 0.11
H 0.44 1.42 1.09
H -2.33 0.80 -1.89
H -1.71 1.32 -0.26
H -0.73 1.10 -1.77
H 0.62 -0.95 -1.28
H 2.12 2.43 -0.11
H 0.95 -2.08 2.14
H -1.96 -0.90 0.21
*
```

***

Formula: C4H8ClNO
Source: the Open Molecules 2025 dataset
Level of theory: ωB97M-V with the def2-TZVPD basis set

F_max in eV/Å: 5.758
HOMO energy in eV: -9.2
E in eV: -20333.0281
ΔE to the lowest compared entry with this formula, charge and spin in kJ/mol: 455.7

ORCA input file:
```
! RIJCOSX wB97M-V def2-TZVPD def2/J DEFGRID3
* xyz 0 1
C -2.73 -0.26 0.05
C -0.35 -0.55 0.14
C 0.23 0.58 0.19
C 1.74 0.54 0.33
H -3.66 -0.71 0.23
H -2.98 0.47 -0.76
H -2.60 0.55 0.81
H 0.31 -1.24 0.48
H 2.24 0.78 1.37
H 1.95 1.45 -0.21
H 1.76 -1.15 -1.17
H 3.71 -0.74 -0.66
N 2.46 -0.72 -0.29
O -1.63 -1.05 -0.27
Cl -0.45 2.05 -0.23
*
```

***

Formula: C4H8ClNOS
Source: the Open Molecules 2025 dataset
Level of theory: ωB97M-V with the def2-TZVPD basis set

F_max in eV/Å: 6.308
HOMO energy (alpha / beta) in eV: -8.8 / -7.8
E in eV: -31169.0301
ΔE to the lowest compared entry with this formula, charge and spin in kJ/mol: 424.7

ORCA input file:
```
! RIJCOSX wB97M-V def2-TZVPD def2/J DEFGRID3
* xyz 0 1
C -1.02 0.99 0.09
C -0.17 0.38 -1.06
C -2.06 0.18 0.80
C 1.95 -0.07 0.29
N 0.92 -0.50 -0.67
O 1.23 -2.63 0.74
S 0.45 -2.11 -0.35
Cl -3.53 -0.26 0.02
H -0.31 1.39 0.81
H -1.67 1.87 -0.27
H -0.85 -0.07 -1.78
H 0.34 1.22 -1.57
H -1.59 -0.79 1.02
H 2.02 1.06 0.14
H 1.53 -0.01 1.35
H 2.76 -0.66 0.46
*
```

***

Formula: C4H8ClNS
Source: the Open Molecules 2025 dataset
Level of theory: ωB97M-V with the def2-TZVPD basis set

F_max in eV/Å: 4.432
HOMO energy (alpha / beta) in eV: -6.6 / -6.6
E in eV: -29121.8646
ΔE to the lowest compared entry with this formula, charge and spin in kJ/mol: 303.5

ORCA input file:
```
! RIJCOSX wB97M-V def2-TZVPD def2/J DEFGRID3
* xyz 0 1
C -0.67 0.87 -0.11
C -0.14 1.21 -1.58
C -1.35 -1.28 0.70
C 1.04 -0.79 0.78
N -0.32 -0.45 0.52
S 1.55 0.73 -1.90
Cl -2.96 -1.14 0.22
H -0.36 1.73 0.56
H -1.76 0.79 0.03
H -0.86 0.91 -2.29
H -0.13 2.29 -1.56
H -0.93 -2.24 0.90
H 1.24 -1.78 0.98
H 1.40 -0.40 -0.22
H 1.44 -0.20 1.63
*
```

***

Formula: C4H8ClNSi
Source: the Open Molecules 2025 dataset
Level of theory: ωB97M-V with the def2-TZVPD basis set

F_max in eV/Å: 2.737
HOMO energy (alpha / beta) in eV: -8.7 / -6.6
E in eV: -26163.8694
ΔE to the lowest compared entry with this formula, charge and spin in kJ/mol: 381.7

ORCA input file:
```
! RIJCOSX wB97M-V def2-TZVPD def2/J DEFGRID3
* xyz 0 1
C -1.21 -1.73 -0.16
C -0.17 -1.38 -0.91
C 1.73 0.22 1.22
C -1.51 2.05 -0.59
N 1.06 -0.26 2.19
Si 1.33 -0.40 -0.53
Cl 2.73 -0.14 -1.91
H -1.98 -2.34 -0.75
H -1.15 -1.47 0.87
H -0.35 -1.66 -2.02
H 2.55 0.89 1.38
H -1.52 1.08 -0.20
H -1.15 2.82 0.03
H -1.71 2.19 -1.68
H 1.34 0.11 3.07
*
```

***

> What is the F_max in the second record?

3.263 eV/Å